Entry 1:
The following is a DFT calculation (ωB97M-V/def2-TZVPD) of a 4-piece molecular cluster, C24H51N2O14S2Si overall at a distorted geometry.

Output
- LUMO energy (eV) = -3.3
- HOMO (eV) = -11.570
- net charge = +1

CARTESIAN COORDINATES (ANGSTROEM)
S -1.182476 4.857677 2.717745
S 4.482066 3.682343 0.398660
Si -3.593731 0.230965 0.786303
O 1.131072 3.122780 1.812764
O 4.205793 0.271809 2.016188
O 1.653886 2.347135 3.792076
O 3.629309 4.695562 7.607385
O 5.708338 3.811869 7.713754
O 3.356311 0.750274 0.011589
O 0.423238 -7.631888 -9.388548
O -3.674152 -2.785747 -4.874582
O -1.749557 -7.475935 -8.788458
O -1.993812 -1.398024 -5.478878
O -4.506837 1.607428 1.138150
O -0.151090 -6.081209 -8.001418
O -1.651062 -3.329433 -4.354516
O 4.087327 2.555096 7.042949
N -1.994593 3.429722 1.958030
N -1.891303 3.658009 0.543366
C -4.304823 2.272143 2.368023
C 0.091446 -8.776102 -10.179059
C 1.803539 -0.098898 2.428626
C -2.401436 -2.399764 -4.951746
C -4.803573 -1.070459 0.169613
C -2.667424 -0.534043 2.226226
C -4.678631 -2.140655 -6.997271
C -0.608464 -7.099683 -8.733387
C 5.189227 2.036724 0.645636
C 6.225741 5.059467 8.209411
C 5.977932 5.205056 9.695294
C -1.423024 -6.160707 -5.926029
C 3.127134 0.495524 2.911949
C -3.455343 3.549335 2.314336
C 1.082294 3.185293 2.966460
C 2.996970 1.963812 3.356738
C -0.244457 -3.073767 -4.415434
C -2.343865 0.444737 -0.644157
C 4.123794 0.961532 0.844624
C 0.295503 4.319893 3.614011
C 4.404887 3.785183 7.471216
C -1.134259 -5.406732 -7.207125
C -4.626264 -1.912310 -5.501847
C 2.695765 2.370563 6.798515
H 1.369646 -0.732686 3.188258
H -4.860088 -3.193711 -7.215864
H 3.600908 2.076388 4.246718
H 2.576194 1.401481 6.319389
H -3.478063 3.914640 3.331549
H -0.010987 -2.077944 -4.044687
H -4.298650 -1.928342 -0.256890
H -1.883679 -7.124985 -6.139780
H 6.367641 4.340378 10.233476
H 7.295330 5.039196 8.010466
H 0.127216 4.161206 4.670177
H 0.970775 -9.021490 -10.767678
H -2.053319 0.127308 2.835617
H 4.911377 5.268392 9.910365
H -0.152519 -9.619343 -9.534686
H -5.355583 -0.588843 -0.636616
H 5.959019 2.008161 1.403466
H -3.733985 -1.868601 -7.467825
H 0.118290 -3.191585 -5.434222
H 3.366400 -0.065208 3.802038
H 1.130248 0.646044 2.042704
H -0.713836 -4.429098 -6.979376
H -0.736509 -8.561720 -10.850970
H -3.394638 -0.983166 2.899723
H -2.096360 -5.590694 -5.288647
H -4.003518 1.628709 3.193763
H 0.961404 5.176225 3.551452
H -5.528345 -1.337677 0.928048
H -4.402834 -0.872530 -5.263493
H 5.679420 1.760205 -0.278881
H 2.143393 2.367248 7.737323
H -1.075463 3.181922 0.173628
H -2.043332 -5.241598 -7.785359
H 3.374225 2.684211 2.641883
H -1.335531 0.325319 -0.248361
H -0.499528 -6.357807 -5.378000
H 2.064812 -0.750796 1.604706
H -5.590248 -2.150130 -5.055209
H 2.310691 3.140626 6.134651
H -2.746125 3.339576 0.104366
H -3.933771 4.309302 1.716725
H 4.773721 3.970788 -0.881144
H -2.449142 1.380591 -1.178260
H -2.067871 -1.337796 1.827399
H -1.553816 2.548282 2.240932
H -5.274204 2.672683 2.653097
H -2.472941 -0.381372 -1.330570
H 6.459895 6.104893 10.075950
H 0.239484 -3.810608 -3.780273
H 5.805278 5.893950 7.649357
H -5.471877 -1.544568 -7.447618

Cartesian forces (eV/Å) of the 3 atoms listed first:
S 0.5 0.6 0.3
S -0.2 0.5 0.4
Si -0.1 -1.6 -1.3



Entry 2:
The following is a DFT calculation (ωB97M-V/def2-TZVPD) of C24H24AsI2N2OPdS2 as an isolated structure at a distorted geometry.

Output
- LUMO energy (eV) = 2.4
- HOMO (eV) = -3.858
- net charge = -1

CARTESIAN COORDINATES (ANGSTROEM)
I -6.361465 1.301270 -1.355180
I -0.914725 3.531622 -2.665384
Pd 0.498895 -0.410203 0.991586
As 2.251206 -1.892047 -0.204641
S 2.695322 -1.191709 1.728374
S -1.136591 0.444936 2.714556
O -0.150143 1.046618 -0.975890
N -1.584678 -1.017917 0.102090
N -1.862189 1.366162 1.702200
C -1.997787 0.769236 4.323888
C -4.346116 -0.871259 0.271680
C -3.650813 0.077774 -0.499515
C 3.880990 -2.930663 -0.745638
C -1.395422 1.026518 -1.095965
C -4.236320 1.124146 -1.222409
C -2.108671 2.012440 -1.799948
C 0.891158 1.215465 4.507260
C 2.087878 1.842294 4.812644
C -3.475445 0.003633 6.049745
C 1.155663 1.852990 2.188239
C -3.481773 2.074220 -1.867838
C -2.694413 -0.259080 4.935515
C 2.172074 -0.733773 -1.780910
C -2.229159 -0.010799 -0.495324
C 2.813324 2.474635 3.818069
C -3.651000 -1.836502 0.949617
C -3.566037 1.294975 6.539830
C 0.426028 1.238784 3.205443
C -2.105145 2.064591 4.803010
C -2.882420 2.325871 5.914665
C -2.263885 -1.896386 0.808394
C 0.865949 -3.271413 -0.382496
C 2.353820 2.472164 2.509303
H 2.451308 1.835066 5.829962
H -4.022075 -0.792777 6.534888
H -1.568413 2.855867 4.295992
H 2.927540 2.952269 1.730584
H 2.995165 -0.018548 -1.716804
H -4.168852 1.500439 7.413664
H 1.125354 -3.987195 -1.161561
H 4.742474 -2.260517 -0.705938
H -3.962065 2.877799 -2.406190
H -2.970317 3.332321 6.294323
H 0.323807 0.716771 5.280324
H -0.065190 -2.750161 -0.620187
H 3.749892 2.960499 4.055826
H 3.767040 -3.312280 -1.760975
H -1.693991 -2.675513 1.307109
H 0.760809 -3.778488 0.580243
H 1.230953 -0.180906 -1.749627
H -4.155248 -2.541788 1.593302
H -5.422354 -0.805069 0.360263
H -1.872684 2.351968 1.939527
H 4.066175 -3.763781 -0.066477
H -2.616776 -1.260041 4.534317
H 2.250815 -1.324763 -2.694088
H 0.762327 1.886923 1.161821

Cartesian forces (eV/Å) of the 3 atoms listed first:
I 0.5 0.0 0.0
I -0.3 -0.2 0.1
Pd 0.7 -0.9 -0.2



Entry 3:
The following is a DFT calculation (ωB97M-V/def2-TZVPD) of F3H3SSi2 as an isolated structure at a distorted geometry.

Output
- LUMO energy (eV) = -1.7
- HOMO (eV) = -9.574

CARTESIAN COORDINATES (ANGSTROEM)
S 2.406650 -1.547149 -0.056576
Si 0.901303 0.917837 0.189819
Si -1.156630 0.013923 -0.020221
F -2.107871 1.229339 -0.501908
F -2.107510 -0.653644 1.088993
F -1.225306 -0.977516 -1.257169
H 0.613503 1.667346 -1.101766
H 1.311013 -2.206731 0.184162
H 1.364847 1.556592 1.474670

Cartesian forces (eV/Å) of the 3 atoms listed first:
S -0.4 3.2 0.0
Si 1.4 -2.2 -0.2
Si -2.9 -0.2 -0.1



Entry 4:
The following is a DFT calculation (ωB97M-V/def2-TZVPD) of C25H18BrCrN3O8S2 as an isolated structure.

Output
- LUMO energy (alpha / beta) (eV) = 2.0 / 1.9
- <S²> = 3.782
- spin multiplicity = 4
- HOMO (alpha / beta) (eV) = -6.152 / -6.187
- net charge = -1

CARTESIAN COORDINATES (ANGSTROEM)
Br 0.491442 3.628909 1.082289
Cr 1.891370 1.609799 -0.470983
S 1.303645 0.184871 1.497524
S -1.561913 -2.534767 0.388940
O 1.537450 0.286943 -1.700696
O 4.765721 3.237675 -2.557967
O -1.481101 -3.279756 -0.836832
O 3.648970 1.295010 0.135329
O 5.788825 1.767280 -0.327258
O 2.744970 2.793929 -1.700455
O 0.662071 0.973015 -5.649221
O -2.869264 -2.253955 0.919054
N 0.224978 1.908441 -2.908024
N -0.700395 -1.133427 0.295951
N 0.045926 2.462272 -1.662942
C -0.813595 2.348056 0.544686
C 0.291786 -1.124053 1.144394
C -0.714121 -2.405023 -5.248422
C 0.327020 -4.855864 3.165969
C 4.053174 2.715698 -1.738488
C 4.611440 1.859136 -0.559830
C -0.577181 1.764073 -0.782539
C 0.448656 -2.384528 1.943550
C -2.503250 3.937755 4.430811
C 1.412166 -2.707927 2.883996
C 0.133380 -1.604222 -3.154255
C 1.174256 0.696564 -2.953262
C 0.513080 -0.408960 -3.740904
C 1.336827 -3.953869 3.492494
C -0.543675 -3.289498 1.627299
C -0.486644 -2.602178 -3.897157
C 0.272301 -0.223950 -5.100375
C -2.242283 3.613791 3.107370
C -2.394983 1.613379 5.024572
C -2.576337 2.940400 5.391679
C -0.333019 -1.214835 -5.856079
C -2.142798 1.286515 3.702639
C -0.635458 -4.532881 2.216798
C -1.767265 1.890430 1.347597
C -2.053056 2.286520 2.733766
H -2.777174 3.195455 6.424507
H 2.198218 -2.002053 3.116474
H 2.044146 1.075946 -3.501361
H -1.420884 -5.226228 1.947330
H 0.296070 -5.821761 3.653821
H 0.673477 2.628767 -3.458504
H -0.509965 -1.052660 -6.914781
H 2.078626 -4.233767 4.229511
H -1.193729 -3.175004 -5.840337
H -0.792783 -3.514079 -3.404268
H -1.995575 0.253603 3.410183
H -1.036768 0.799161 -0.984415
H 0.469354 0.962738 -6.591323
H -2.450089 0.829987 5.769567
H 0.318771 -1.738621 -2.098294
H -2.345569 1.062827 0.943045
H -2.189347 4.391762 2.356713
H -2.649895 4.973162 4.711113

Cartesian forces (eV/Å) of the 3 atoms listed first:
Br -0.1 0.1 0.1
Cr 0.4 -0.3 0.0
S 0.4 -0.1 0.0



Entry 5:
The following is a DFT calculation (ωB97M-V/def2-TZVPD) of an isolated molecule of C4H9N3.

Output
- LUMO energy (eV) = 0.9
- HOMO (eV) = -8.831
- SMILES string = [H]/N=C/N(C)/C(C)=N/[H]

CARTESIAN COORDINATES (ANGSTROEM)
N -2.655332 -0.561506 -0.001508
N 1.083315 -1.768449 0.004643
N -0.429426 -0.070789 0.001733
C 0.874111 -0.515554 0.001305
C -0.827827 1.320506 0.005614
C 1.960058 0.534017 -0.004658
C -1.459531 -0.974230 -0.001819
H 2.062081 -2.031532 0.003437
H -1.445900 1.513998 -0.872571
H 1.890362 1.158566 -0.893762
H -3.349610 -1.301097 -0.004982
H -1.111186 -2.008113 -0.004937
H -1.445134 1.509054 0.885506
H 2.931781 0.044268 -0.006457
H 0.025643 1.987170 0.007261
H 1.896594 1.163691 0.881194

Cartesian forces (eV/Å) of the 3 atoms listed first:
N -0.5 0.3 0.0
N 0.1 -0.5 0.0
N 0.0 0.6 0.0



Entry 6:
The following is a DFT calculation (ωB97M-V/def2-TZVPD) of C7H8N2O4P as an isolated structure at a distorted geometry.

Output
- LUMO energy (eV) = 3.6
- HOMO (eV) = -4.679
- net charge = -1

CARTESIAN COORDINATES (ANGSTROEM)
P 1.578460 1.625303 -0.492322
O 2.755901 2.484086 -1.199366
O 1.092785 -0.162383 -3.526068
O 1.512259 0.251958 -1.362678
O 0.391411 1.780070 -2.646369
N -0.694591 -2.100247 1.040956
N 2.677326 -0.140594 1.520598
C -1.834947 -0.429401 -0.814020
C 2.625711 0.970673 0.842067
C 0.928875 0.660605 -2.633250
C -1.560234 -1.727837 -1.206836
C -0.722223 -0.760430 1.242789
C -1.246634 0.097335 0.322895
C -0.978523 -2.447067 -0.172727
H 2.851196 1.884795 1.312418
H -0.886792 -3.536524 -0.393358
H -0.539554 -0.608224 2.322810
H -1.583827 1.111270 0.489016
H 2.203161 -0.829752 1.035840
H -2.428042 0.275285 -1.421616
H -1.680137 -2.094841 -2.188691
H 2.435604 2.568904 -2.086719

Cartesian forces (eV/Å) of the 3 atoms listed first:
P -0.9 -1.1 1.1
O 1.0 0.2 0.3
O -0.2 0.0 0.2